C5H5N5O3 | ωB97M-V with the def2-TZVPD basis set

XYZ file:
```
18
Properties=species:S:1:pos:R:3:nbo_charge:R:1
O 3.34801 -2.53514 0.55824 -0.380
N 3.10684 2.87574 -0.03452 -0.051
C 2.51821 0.84999 -0.00979 0.288
C 0.09507 1.18574 0.42227 -0.203
H -0.03383 1.07931 1.50691 0.214
C 2.37571 -0.57347 0.01218 -0.115
C 1.00789 -1.11080 -0.06237 0.465
N 1.42153 1.64722 0.15337 -0.198
H -0.61281 1.93732 0.06527 0.242
C -0.12080 -0.14864 -0.29138 -0.494
H -0.10687 -2.65399 -0.25443 0.496
H -0.18398 0.02786 -1.37189 0.250
H -1.07096 -0.58018 0.03049 0.236
N 3.56463 1.64135 -0.12920 -0.269
O 0.81012 -2.41276 -0.06111 -0.594
O 4.53317 -1.03080 -0.42610 -0.347
N 3.50338 -1.44061 0.05598 0.521
N 1.85236 2.90964 0.13825 -0.063
```

Energy relative to the best compared isomer or geometry (same formula, charge and spin) = 27.4 kcal per mole
SMILES string = O=[N+]([O-])C1=C(O)CCn2nnnc21
Gap between HOMO and LUMO = 8.674 eV
DFT total energy = -692.870505 hartree
HOMO = -9.312 eV